C108H84BrN7O34 | ωB97M-V/def2-TZVPD

Computed properties:
Total energy, hartree: -9680.36559
HOMO, eV: -8.4
E_LUMO, Eh: -0.06495

Structure (ORCA input):
```
! wB97M-V def2-TZVPD RIJCOSX def2/J DEFGRID3
* xyz 0 1
C 1.8482 1.1614 2.2494
C 1.8444 -0.3431 2.1216
N 0.3913 -0.8044 1.9315
C -0.5918 -0.9167 2.8871
C -1.7520 -1.2019 2.2689
N -1.4779 -1.1754 0.8732
C -0.1328 -0.9613 0.7497
C -2.4451 -1.2505 -0.2036
H 1.2518 1.5622 3.0780
H 1.4187 1.7021 1.3572
H 2.8795 1.5211 2.3415
H 2.2480 -1.0409 2.8675
H 2.3299 -0.6645 1.1937
H -0.3265 -1.0805 3.9255
H -2.7480 -1.4172 2.5852
H 0.5505 -0.7794 -0.1015
H -3.4183 -1.3123 0.1934
H -2.3323 -2.1359 -0.8036
H -2.4099 -0.3703 -0.7850
Br 2.9366 -0.8070 -1.4233
C -2.2590 7.0564 5.2405
C -3.1558 6.2078 4.7016
C -2.7500 4.9116 4.3724
C -1.4145 4.5956 4.5480
C -0.4969 5.4420 5.0524
C -0.9458 6.6888 5.4467
N -1.0096 3.2815 4.0779
O -1.7981 2.7345 3.3402
O 0.0377 2.8795 4.4741
H -2.4551 8.1874 5.3087
H -4.1961 6.5552 4.4427
H -3.3912 4.2414 3.8090
H 0.4804 5.1177 5.2093
H -0.2064 7.4245 5.7435
C -0.3767 -2.7897 -3.2983
C -1.4688 -3.5339 -3.6982
C -2.5934 -3.0260 -4.2962
C -2.5514 -1.6001 -4.5274
C -1.4509 -0.8815 -4.1578
C -0.3257 -1.4289 -3.5113
N -3.7415 -0.8916 -5.0472
O -4.8363 -1.4157 -4.9729
O -3.5657 0.2411 -5.5126
H 0.4009 -3.4250 -2.9382
H -1.4234 -4.6240 -3.5187
H -3.4637 -3.6509 -4.4716
H -1.5058 0.1893 -4.2302
H 0.5248 -0.9190 -3.1835
C 4.3312 3.5420 5.9257
C 4.2851 4.3965 7.0269
C 3.6939 5.6399 6.8627
C 3.1759 6.0319 5.6504
C 3.3441 5.2458 4.5343
C 3.8538 3.9783 4.6905
N 2.6999 7.4114 5.5594
O 2.2795 7.9659 6.5673
O 2.6191 7.9127 4.4372
H 4.7727 2.5748 5.9729
H 4.6951 4.0954 8.0040
H 3.6414 6.4050 7.6161
H 3.0380 5.6273 3.5541
H 3.8969 3.3270 3.8801
C -1.0467 -7.4636 -4.1838
C -2.0699 -8.0055 -3.3822
C -1.8970 -7.8786 -2.0178
C -0.7024 -7.3501 -1.4464
C 0.2248 -6.7099 -2.2482
C 0.1228 -6.9230 -3.6225
N -0.5111 -7.4608 0.0533
O -1.5465 -7.8780 0.5435
O 0.5726 -7.2252 0.5187
H -1.0691 -7.5772 -5.2775
H -2.9252 -8.5383 -3.7377
H -2.5718 -8.2139 -1.2673
H 1.1541 -6.3109 -1.8019
H 0.8848 -6.6431 -4.3091
C -9.7776 -2.1153 -2.7276
C -9.0497 -3.2252 -2.2942
C -7.7038 -3.1537 -2.0526
C -7.1078 -1.9273 -2.2408
C -7.7957 -0.7990 -2.5892
C -9.1769 -0.8928 -2.7832
N -5.7053 -1.8465 -1.9096
O -5.1881 -0.7618 -1.9682
O -5.1339 -2.9231 -1.6328
H -10.8093 -2.0395 -3.0724
H -9.6127 -4.1057 -2.3170
H -7.0633 -3.9600 -1.7545
H -7.2002 0.0868 -2.5881
H -9.6337 0.0158 -3.2183
C 9.8602 0.6010 3.3763
C 8.5879 0.8778 3.8324
C 8.1004 0.2725 5.0857
O 7.0578 0.6569 5.6028
C 8.8505 -0.8495 5.7246
C 9.9628 -1.2820 5.1366
C 10.6417 -0.5844 4.0302
O 11.7498 -0.8747 3.6381
H 10.2349 1.2168 2.5701
H 7.9502 1.6254 3.4403
H 8.4156 -1.3068 6.6127
H 10.5636 -2.1274 5.3994
C 5.3138 3.4424 1.4415
C 4.1306 3.7005 0.8643
C 3.8779 3.1788 -0.5437
O 3.0101 3.6329 -1.2522
C 4.8968 2.2951 -1.0778
C 6.0546 2.0439 -0.4455
C 6.4005 2.6693 0.8437
O 7.4992 2.5930 1.3572
H 5.5961 3.8581 2.4093
H 3.3625 4.2010 1.4511
H 4.5622 1.7451 -1.9309
H 6.7632 1.3011 -0.7995
C -4.2905 3.9983 -7.5416
C -3.2015 4.0473 -6.7699
C -3.1536 5.0439 -5.6829
O -2.2482 5.0942 -4.8657
C -4.2977 5.9813 -5.5448
C -5.4144 5.8734 -6.2082
C -5.4894 4.8149 -7.1552
O -6.5593 4.4855 -7.6469
H -4.3907 3.3375 -8.4046
H -2.3133 3.4701 -6.9165
H -4.0429 6.7398 -4.8234
H -6.3191 6.5172 -6.2243
C 7.9458 -2.8522 2.0156
C 7.1250 -2.1288 2.7231
C 6.1421 -1.1339 2.1026
O 5.4345 -0.4376 2.7795
C 6.0162 -1.1884 0.6069
C 6.7285 -2.0572 -0.0596
C 7.9078 -2.8462 0.5190
O 8.6596 -3.5217 -0.2094
H 8.5763 -3.5881 2.5244
H 7.0425 -2.1005 3.8015
H 5.2382 -0.5456 0.1441
H 6.7416 -2.3014 -1.1497
C 4.2695 -0.1474 6.9104
C 3.5660 -0.8869 6.0326
C 2.5326 -1.7863 6.5265
O 1.7912 -2.3333 5.7212
C 2.2261 -1.8153 7.9684
C 3.0138 -1.1336 8.8290
C 4.1863 -0.3420 8.3384
O 4.9957 0.1442 9.1389
H 5.0915 0.5630 6.6231
H 3.8361 -0.8996 4.9954
H 1.3356 -2.3788 8.2740
H 2.7837 -1.1466 9.9136
C 2.9041 -1.3877 -6.1566
C 4.0134 -1.7996 -5.5354
C 5.1998 -0.9029 -5.4714
O 6.0295 -1.1145 -4.6505
C 5.1145 0.3728 -6.2436
C 4.0193 0.7702 -6.8857
C 2.8801 -0.0944 -6.8994
O 1.8395 0.2468 -7.4023
H 1.9572 -1.8926 -6.1450
H 4.0925 -2.6483 -4.8357
H 5.8824 1.0728 -6.0173
H 4.0416 1.7980 -7.2823
C 2.5236 2.5419 -4.3782
C 1.3756 2.0060 -3.8832
C 0.4493 2.8980 -3.1950
O -0.3763 2.4042 -2.4480
C 0.5930 4.3835 -3.2931
C 1.6351 4.8805 -3.9826
C 2.6397 4.0139 -4.7078
O 3.4552 4.4138 -5.5711
H 3.3232 1.8356 -4.6275
H 1.2258 0.9918 -3.5751
H -0.1168 5.0241 -2.7898
H 1.7940 5.9582 -4.0151
C -0.7292 5.2902 1.0255
C -1.8564 5.8816 0.7144
C -1.9721 7.4012 0.9396
O -3.0924 7.8801 0.7710
C -0.8710 8.1992 1.4815
C 0.2331 7.5540 1.8801
C 0.3071 6.0507 1.7179
O 1.2253 5.4438 2.1870
H -0.5674 4.2209 1.1545
H -2.8241 5.4357 0.4489
H -0.9314 9.2367 1.5689
H 1.1231 7.9483 2.3753
C -3.5389 3.1924 -1.7148
C -3.5258 2.4961 -0.5432
C -4.7715 1.7466 -0.1496
O -4.7981 0.9605 0.7616
C -6.0528 2.0214 -0.9173
C -6.0299 2.7323 -2.0074
C -4.7692 3.2912 -2.5805
O -4.7806 3.9046 -3.5781
H -2.6010 3.6540 -1.9223
H -2.6289 2.3719 0.0122
H -6.8969 1.5357 -0.4349
H -6.9295 2.9507 -2.6755
C -3.9278 -4.5403 0.8988
C -4.0766 -5.7524 0.4045
C -5.3485 -6.5088 0.5926
O -5.6706 -7.4074 -0.1548
C -6.3651 -5.9194 1.5805
C -6.2714 -4.7025 1.9652
C -5.0334 -3.9282 1.8014
O -4.7348 -2.9303 2.4077
H -3.1034 -3.8465 0.6847
H -3.4484 -6.1628 -0.3574
H -7.2619 -6.5564 1.6354
H -6.9719 -4.1972 2.5524
C -7.5385 -4.5720 -4.9241
C -6.2496 -4.6845 -4.6209
C -5.7662 -5.8640 -3.8882
O -4.6026 -6.0534 -3.6919
C -6.7967 -6.7848 -3.3154
C -8.0870 -6.7053 -3.6125
C -8.5155 -5.6022 -4.5639
O -9.7175 -5.5069 -4.8672
H -7.7714 -3.6209 -5.4808
H -5.4828 -4.0291 -4.9605
H -6.4580 -7.5858 -2.7208
H -8.7106 -7.5409 -3.2037
C 3.1360 -3.6164 0.8559
C 1.8545 -3.6572 0.4877
C 0.7689 -4.3297 1.2987
O -0.4214 -4.2197 1.0601
C 1.1824 -5.0587 2.4845
C 2.4452 -4.9855 2.8680
C 3.5079 -4.1908 2.1726
O 4.5716 -3.9600 2.7436
H 3.8946 -3.1648 0.1880
H 1.4979 -3.0091 -0.3497
H 0.3872 -5.5575 2.9818
H 2.8464 -5.4289 3.8082
*
```